[1]
A cluster of 2 separate species, C4HF6P in total in a non-equilibrium geometry. Source: OMol25; level of theory: wB97M-V/def2-TZVPD.

```
12
C4HF6P wB97M-V/def2-TZVPD
C 0.4418 -1.7866 -0.7653
C 0.8056 -0.5556 -1.2014
C -0.2903 -0.5088 1.0324
C -0.1906 -1.7642 0.5938
F 0.4038 -2.9291 -1.4073
F 1.2018 -0.2918 -2.4942
F -0.5331 -0.1450 2.2734
F -0.4284 -2.8905 1.1931
F -0.8238 1.4931 -0.5184
F -0.2395 4.0712 0.8134
P 0.5387 0.7862 0.0176
H -0.8860 4.5210 0.4629
```

Its relative energy (zero: lowest compared OMol25 entry of this formula, charge and spin) is 0.6 kcal per mole. As for the HOMO-LUMO gap: 8.7 eV. As for the SMILES: FC1=C(F)C(F)=P(F)=C1F.F. The spin multiplicity is 1.

[2]
An isolated molecule of C5H8O. Source: OMol25; level of theory: wB97M-V/def2-TZVPD.

```
14
C5H8O wB97M-V/def2-TZVPD
C 0.2402 -1.7820 -0.2895
C -0.6760 -0.5514 -0.1192
C 0.0151 0.3307 0.8569
C -0.0336 1.8005 0.6214
O -0.1231 1.7887 -0.7994
C 0.0259 0.4428 -0.9484
H 0.0668 -2.5844 0.4271
H 0.2150 -2.1813 -1.3104
H -1.7533 -0.7673 -0.1462
H 1.2555 -1.4084 -0.1119
H 0.3768 -0.0685 1.8072
H 0.9503 2.1970 0.9112
H -0.8212 2.4402 1.0122
H 0.3421 0.1719 -1.9615
```

Its relative energy (zero: lowest compared OMol25 entry of this formula, charge and spin) is 96.0 kcal per mole. As for the HOMO-LUMO gap: 8.9 eV. As for the SMILES: C[C@H]1[C@@H]2CO[C@H]12. The spin multiplicity is 1.

[3]
A structure of composition C31H28IN7O5S2V in a non-equilibrium geometry. Source: OMol25; level of theory: wB97M-V/def2-TZVPD.

```
75
C31H28IN7O5S2V wB97M-V/def2-TZVPD
V -0.3784 -0.3675 0.2232
C -3.8561 2.1822 -1.1073
C -4.1955 0.9952 -0.2624
N -5.4583 0.6954 -0.0397
C -5.7507 -0.3415 0.7676
C -4.8105 -1.0933 1.4278
C -5.2115 -2.2102 2.3632
O -6.5737 -2.5992 2.2427
C -3.4430 -0.7898 1.2215
C -2.4024 -1.4405 1.9619
N -1.1459 -1.1205 1.9267
C -0.2924 -1.7115 2.8696
C -0.7109 -2.1022 4.1446
C 0.1481 -2.7728 4.9974
C 1.4448 -3.0659 4.5859
C 1.8984 -2.6200 3.3589
C 1.0526 -1.9128 2.4961
I 0.3235 1.9190 1.6011
C -3.1275 0.2319 0.2897
O -1.9068 0.4798 -0.0434
H -4.7658 2.6258 -1.5064
H -3.1826 1.8972 -1.9147
H -3.3228 2.9181 -0.5009
H -6.8113 -0.5262 0.9001
H -5.0717 -1.9050 3.4037
H -4.5710 -3.0819 2.1827
H -6.7775 -2.6062 1.3014
H -2.6990 -2.2432 2.6335
H -1.7045 -1.8371 4.4869
H -0.1941 -3.0565 5.9854
H 2.1051 -3.6238 5.2399
H 2.9161 -2.7982 3.0345
O 0.5473 4.5335 -0.9262
C 0.8810 4.3883 -2.2223
C 0.9155 5.4997 -3.0165
C 1.2176 5.4173 -4.3837
C 1.4420 4.1581 -4.9727
C 1.3929 3.0219 -4.2344
C 1.2298 3.0462 -2.7513
C 0.2304 1.9443 -2.3615
O -0.9533 1.8658 -2.6384
N 0.9586 1.0125 -1.7041
N 0.4643 -0.2562 -1.4627
C 0.5881 -1.0703 -2.4674
C 0.0446 -2.3769 -2.5239
C 0.2810 -3.1858 -3.6512
C -0.2424 -4.4483 -3.7467
C -1.0345 -4.9423 -2.6976
C -1.2998 -4.1775 -1.5911
C -0.7714 -2.8654 -1.4518
O -1.0101 -2.1813 -0.3981
H 0.6441 3.7122 -0.4047
H 0.6857 6.4528 -2.5560
H 1.2535 6.3161 -4.9849
H 1.6356 4.0871 -6.0371
H 1.5416 2.0497 -4.6886
H 1.1573 -0.7112 -3.3242
H 0.8965 -2.7837 -4.4486
H -0.0506 -5.0591 -4.6192
H -1.4334 -5.9481 -2.7636
H -1.9271 -4.5560 -0.7934
C 1.7780 -5.1490 0.7688
N 2.4052 -4.1601 -0.0744
C 3.7237 -4.0056 -0.1588
N 4.0714 -2.9319 -0.8860
S 1.6220 -1.2818 0.9946
H 1.5755 -6.0793 0.2258
H 0.8348 -4.7577 1.1534
H 2.4281 -5.3740 1.6129
H 1.7758 -3.4617 -0.4579
H 3.4012 -2.2207 -1.1653
H 5.0286 -2.6387 -0.8831
S 4.0418 3.2091 -2.2703
C 2.5680 2.4346 -2.1309
N 2.3359 1.2626 -1.6209
```

Its relative energy (zero: lowest compared OMol25 entry of this formula, charge and spin) is 39.9 kcal per mole. As for the HOMO-LUMO gap (spin up / spin down): 5.3 / 5.5 eV. As for the net charge: -2. The spin multiplicity is 4.